Below is C32H54HoN2O3P2 as an isolated structure in a non-equilibrium geometry, with properties calculated with wB97M-V/def2-TZVPD.

Positions of all 94 atoms, in Å:
Ho  -0.841  0.648  0.253
C  -0.927  -1.845  0.936
C  0.394  -1.761  0.387
C  0.367  -0.522  2.332
C  -0.914  -1.139  2.179
C  1.181  -0.918  1.234
C  -2.024  -2.730  0.474
H  -1.871  -3.016  -0.569
H  -2.989  -2.214  0.553
H  -2.094  -3.644  1.083
C  -1.962  -1.250  3.224
H  -2.917  -1.549  2.780
H  -2.132  -0.303  3.758
H  -1.699  -2.016  3.972
C  0.842  0.217  3.526
H  0.588  -0.312  4.455
H  0.396  1.221  3.567
H  1.929  0.340  3.489
C  2.654  -0.738  1.189
H  3.153  -1.293  2.000
H  2.912  0.319  1.313
H  3.081  -1.088  0.247
C  0.931  -2.603  -0.705
H  1.318  -3.549  -0.291
H  1.764  -2.112  -1.222
H  0.171  -2.858  -1.450
C  -2.014  0.982  -6.279
C  -1.995  -0.351  -6.427
C  -1.164  -1.060  -7.464
C  0.243  -0.457  -7.764
C  0.977  0.088  -6.576
C  0.958  1.368  -6.173
C  0.061  2.421  -6.760
C  -1.347  1.931  -7.221
H  -1.743  -1.100  -8.406
H  0.164  0.284  -8.573
H  -1.000  -2.110  -7.165
H  -1.267  1.511  -8.234
H  -2.645  1.452  -5.521
H  -2.732  -0.982  -5.906
H  -1.995  2.821  -7.300
H  -0.101  3.234  -6.031
H  1.728  1.725  -5.474
H  0.582  2.883  -7.620
H  0.862  -1.283  -8.160
H  1.639  -0.637  -6.090
P  -1.243  0.278  -2.475
P  1.542  1.366  -1.418
C  -0.314  1.497  -3.509
C  0.769  2.313  -2.810
H  -1.060  2.148  -3.982
H  0.119  0.887  -4.310
H  1.585  2.555  -3.508
H  0.375  3.249  -2.388
C  2.749  2.577  -0.817
H  3.334  2.093  -0.024
H  2.222  3.454  -0.420
H  3.409  2.880  -1.644
C  2.701  0.307  -2.360
H  3.194  0.921  -3.132
H  2.193  -0.544  -2.831
H  3.464  -0.064  -1.660
C  -2.955  0.838  -2.706
H  -3.647  0.114  -2.257
H  -3.157  0.919  -3.781
H  -3.102  1.814  -2.219
C  -1.168  -1.302  -3.394
H  -0.176  -1.771  -3.315
H  -1.404  -1.166  -4.460
H  -1.918  -1.972  -2.941
C  -3.206  1.945  4.833
C  -2.003  2.808  4.511
C  -2.008  3.514  3.118
C  -3.293  4.388  2.857
C  -4.623  3.674  2.848
C  -0.801  4.453  3.045
O  -0.021  4.657  3.966
N  -0.628  5.033  1.771
C  -0.383  4.138  0.734
O  0.210  4.426  -0.292
N  -0.909  2.874  0.978
C  -1.771  2.580  1.956
O  -2.298  1.402  1.837
H  -3.989  2.531  5.328
H  -2.917  1.158  5.538
H  -3.610  1.466  3.934
H  -1.888  3.591  5.284
H  -1.086  2.198  4.563
H  -3.287  5.187  3.620
H  -3.119  4.902  1.898
H  -4.918  3.334  3.842
H  -5.388  4.374  2.504
H  -4.615  2.816  2.170
H  -0.033  5.843  1.712

Forces on atoms 1 to 2 (eV/Å):
1.559 -1.167 1.109
1.213 0.185 0.811

For the orbital gap (spin up / spin down), the calculation gives 7.7 / 7.8 eV. Its HOMO energy (spin up / spin down) is -0.382 / -0.382 hartree. The net charge is +1. Its expectation value of S² is 6.005. Its multiplicity is 5. The molar mass is 741.67 g/mol. The calculation puts the calculated total energy at -87555.5522 eV.